No. 1
{"formula": "C16H14BF5N6Ti", "method": "ωB97M-V/def2-TZVPD", "symbols": ["C", "N", "N", "C", "C", "B", "N", "N", "C", "C", "C", "Ti", "N", "N", "C", "C", "C", "H", "H", "H", "H", "H", "H", "H", "H", "H", "H", "H", "C", "H", "H", "H", "F", "C", "C", "C", "F", "C", "F", "C", "F", "C", "F"], "coordinates": [[2.609, -0.929, 0.025], [1.282, -0.799, -0.226], [1.156, -0.213, -1.477], [2.381, -0.166, -2.039], [3.331, -0.560, -1.114], [-0.147, 0.013, -2.327], [-0.970, -1.225, -1.843], [-1.123, -1.822, -0.596], [-1.956, -2.893, -0.783], [-2.103, -3.110, -2.151], [-1.456, -2.071, -2.768], [-0.162, -1.777, 1.324], [-0.897, 1.493, -2.556], [-1.784, 1.951, -1.589], [-2.053, 3.232, -1.825], [-1.577, 3.596, -3.111], [-0.858, 2.473, -3.529], [-2.548, 3.824, -1.062], [-0.338, 2.323, -4.464], [-1.780, 4.526, -3.604], [0.174, -0.161, -3.510], [-1.317, -1.834, -3.814], [2.488, 0.142, -3.059], [-2.639, -3.920, -2.641], [4.402, -0.575, -1.250], [-2.452, -3.374, 0.066], [2.981, -1.244, 0.994], [-1.576, -0.706, 1.444], [-1.946, -1.593, 2.096], [-2.724, -2.090, 1.499], [-1.087, -2.407, 2.358], [-2.214, -1.108, 3.034], [0.683, -1.780, 3.810], [0.893, -0.418, 3.597], [0.527, 0.079, 2.350], [0.874, 1.418, 2.112], [0.537, 2.019, 0.945], [1.573, 2.189, 3.053], [1.945, 3.459, 2.763], [1.891, 1.636, 4.296], [2.595, 2.351, 5.194], [1.539, 0.313, 4.597], [1.846, -0.262, 5.781]], "lowdin_charge": [-0.101, -0.056, -0.012, -0.043, -0.014, -0.365, 0.010, -0.083, -0.090, -0.007, -0.028, 1.140, 0.032, 0.157, -0.061, 0.092, 0.058, 0.135, 0.153, 0.136, 0.122, 0.143, 0.131, 0.130, 0.118, 0.121, 0.125, 0.082, -0.035, 0.084, 0.052, 0.117, 0.019, -0.211, -0.064, -0.197, 0.076, -0.100, 0.133, -0.087, 0.154, -0.106, 0.138], "lumo_ev": [-8.41, -9.98], "total_charge": 2, "homo_ev": [-15.010, -15.026], "s2": 2.0297, "multiplicity": 3}

***

No. 2
{"formula": "C16H14BrN2O2S3SbW", "method": "ωB97M-V/def2-TZVPD", "symbols": ["W", "O", "C", "C", "C", "C", "C", "C", "C", "O", "N", "N", "C", "C", "Br", "C", "C", "C", "C", "C", "C", "C", "H", "H", "H", "H", "H", "H", "H", "H", "H", "H", "H", "H", "H", "H", "S", "Sb", "S", "S"], "coordinates": [[0.087, 1.259, -2.711], [-2.281, -2.313, -2.336], [-3.203, -1.915, -1.513], [-4.222, -2.862, -1.189], [-5.295, -2.467, -0.441], [-5.389, -1.137, -0.003], [-4.342, -0.211, -0.256], [-3.242, -0.587, -0.969], [-2.070, 0.357, -1.128], [-1.528, 0.419, -2.436], [-0.942, -0.131, -0.339], [0.250, 0.505, -0.717], [1.293, 0.446, 0.075], [2.561, 0.897, -0.287], [2.596, 1.477, -2.196], [3.763, 0.886, 0.380], [3.989, 0.657, 1.757], [5.273, 0.185, 2.128], [5.543, -0.137, 3.438], [4.572, 0.061, 4.417], [3.325, 0.597, 4.081], [3.029, 0.886, 2.773], [-1.742, -1.574, -2.668], [-4.135, -3.863, -1.593], [-6.081, -3.175, -0.212], [-6.266, -0.810, 0.541], [-4.425, 0.796, 0.134], [-2.379, 1.372, -0.843], [-1.093, -0.247, 0.655], [1.201, -0.023, 1.051], [4.651, 1.053, -0.225], [6.032, 0.043, 1.367], [6.513, -0.529, 3.709], [4.794, -0.167, 5.452], [2.606, 0.815, 4.860], [2.104, 1.397, 2.533], [-3.564, 1.535, -4.483], [-1.685, 2.501, -5.180], [0.278, 0.645, -4.837], [-0.576, 3.358, -2.792]], "lowdin_charge": [0.675, 0.230, -0.176, 0.101, 0.023, 0.080, 0.059, -0.068, -0.347, -0.505, 0.029, -0.179, -0.131, -0.452, 0.914, -0.004, -0.204, 0.024, -0.013, 0.020, -0.025, -0.016, 0.128, 0.158, 0.145, 0.146, 0.147, 0.157, 0.163, 0.154, 0.137, 0.135, 0.133, 0.135, 0.127, 0.118, -0.018, 0.645, 0.174, 0.184], "lumo_ev": [-11.27, -12.02], "de_lowest_kj_mol": 61.26, "total_charge": 3, "homo_ev": [-17.069, -17.069], "s2": 0.7715, "multiplicity": 2}

***

No. 3
{"formula": "C16H14BrN7O4V", "method": "ωB97M-V/def2-TZVPD", "symbols": ["V", "N", "N", "C", "O", "O", "H", "H", "H", "Br", "C", "C", "C", "C", "C", "N", "C", "O", "O", "H", "H", "H", "N", "C", "C", "C", "C", "C", "N", "C", "H", "H", "H", "H", "N", "C", "C", "C", "N", "H", "H", "H", "H"], "coordinates": [[-0.010, -0.240, 0.129], [0.644, -2.852, -1.778], [0.451, -1.910, -2.806], [0.696, -0.562, -2.561], [0.724, 0.222, -3.488], [0.834, -0.283, -1.319], [1.580, -3.262, -1.815], [-0.046, -3.592, -1.866], [0.538, -2.200, -3.776], [1.205, 3.793, -0.269], [-0.022, 3.507, 1.157], [-0.554, 4.561, 1.884], [-1.456, 4.239, 2.898], [-1.780, 2.919, 3.125], [-1.194, 1.941, 2.318], [-0.320, 2.246, 1.352], [-1.542, 0.496, 2.414], [-2.359, 0.082, 3.233], [-0.947, -0.205, 1.516], [-0.264, 5.577, 1.683], [-1.894, 5.025, 3.497], [-2.465, 2.612, 3.899], [5.940, -1.224, 2.006], [4.842, -1.533, 1.893], [3.494, -1.935, 1.749], [3.082, -3.202, 2.205], [1.744, -3.528, 2.050], [0.881, -2.621, 1.466], [1.278, -1.409, 1.027], [2.563, -1.085, 1.162], [3.792, -3.873, 2.666], [1.368, -4.474, 2.405], [-0.175, -2.846, 1.349], [2.861, -0.109, 0.782], [-2.737, 1.011, -0.275], [-3.429, 2.061, -0.753], [-2.641, 2.648, -1.717], [-1.469, 1.881, -1.746], [-1.542, 0.900, -0.861], [-3.009, 0.372, 0.460], [-4.403, 2.310, -0.384], [-2.876, 3.503, -2.316], [-0.612, 1.991, -2.387]], "lowdin_charge": [0.812, 0.022, -0.018, -0.695, 0.048, -0.191, 0.093, 0.085, 0.141, 0.767, -0.723, -0.085, -0.045, 0.012, -0.176, 0.074, -0.566, 0.062, -0.205, 0.101, 0.111, 0.120, 0.173, -0.189, -0.199, 0.004, -0.036, -0.095, -0.061, -0.038, 0.122, 0.111, 0.122, 0.141, 0.017, -0.074, -0.043, -0.131, -0.035, 0.156, 0.117, 0.096, 0.100], "lumo_ev": [-0.37, -0.28], "de_lowest_kj_mol": 317.75, "homo_ev": [-5.866, -9.430], "s2": 3.7683, "multiplicity": 4}

***

No. 4
{"formula": "C16H14F6INO5ReSb", "method": "ωB97M-V/def2-TZVPD", "symbols": ["Re", "O", "C", "O", "C", "C", "C", "C", "C", "O", "C", "C", "O", "O", "H", "H", "H", "H", "H", "H", "H", "H", "N", "C", "C", "C", "C", "C", "C", "C", "H", "H", "H", "H", "I", "C", "H", "H", "F", "Sb", "F", "F", "F", "F", "F"], "coordinates": [[0.099, 0.151, -0.920], [3.966, 1.014, -1.962], [3.060, 0.541, -1.337], [1.781, 0.707, -1.729], [3.269, -0.343, -0.104], [2.515, -1.671, -0.239], [2.985, -2.701, 0.775], [2.407, -2.142, 2.097], [1.688, -0.888, 1.629], [1.200, -1.300, 0.306], [2.660, 0.223, 1.227], [1.909, 1.534, 1.045], [2.336, 2.586, 1.429], [0.694, 1.437, 0.482], [4.342, -0.497, -0.016], [2.381, -2.036, -1.255], [4.069, -2.789, 0.776], [2.557, -3.674, 0.543], [3.173, -1.896, 2.830], [1.706, -2.841, 2.547], [0.839, -0.570, 2.228], [3.434, 0.389, 1.973], [-5.284, 5.038, 0.938], [-4.467, 4.292, 0.628], [-3.445, 3.361, 0.234], [-3.230, 2.205, 0.977], [-2.245, 1.311, 0.597], [-1.476, 1.550, -0.540], [-1.689, 2.715, -1.269], [-2.665, 3.621, -0.886], [-3.833, 2.010, 1.852], [-2.100, 0.425, 1.198], [-1.075, 2.960, -2.124], [-2.822, 4.529, -1.452], [0.001, -1.423, -3.287], [-0.821, 0.471, -2.752], [-1.900, 0.392, -2.810], [-0.388, 1.232, -3.393], [-1.357, -1.122, -0.251], [-2.309, -2.972, -0.018], [-0.808, -3.715, -0.880], [-1.323, -3.005, 1.583], [-3.169, -4.607, 0.185], [-3.632, -1.967, 0.839], [-3.035, -2.534, -1.691]], "lowdin_charge": [1.568, 0.150, -0.508, -0.251, -0.080, -0.228, -0.070, -0.069, -0.210, -0.230, -0.085, -0.513, 0.157, -0.185, 0.164, 0.134, 0.127, 0.126, 0.127, 0.124, 0.173, 0.166, 0.159, -0.179, -0.228, -0.007, -0.081, -0.257, -0.089, -0.014, 0.126, 0.097, 0.104, 0.124, 1.081, -0.686, 0.021, 0.015, -0.477, 1.425, -0.379, -0.337, -0.324, -0.325, -0.354], "lumo_ev": [-1.56, -2.14], "de_lowest_kj_mol": 11.20, "homo_ev": [-9.742, -9.808], "s2": 2.0186, "multiplicity": 3}

***

In the order shown, the computed E values come out to -63116.5652, -134777.1772, -131169.4436, -61622.5192 eV.